Entry 1:
A molecular structure, C3H5NO in a non-equilibrium geometry. Source: the Open Molecules 2025 dataset; level of theory: wB97M-V/def2-TZVPD.

Geometry as XYZ:
```
10
Properties=species:S:1:pos:R:3:nbo_charge:R:1
C 0.87 -0.54 0.54 0.227
H -0.40 1.83 -0.10 0.179
H -1.76 0.95 0.72 0.199
O -0.88 -0.04 -0.84 -0.513
N 1.37 -0.58 1.59 -0.334
H 1.06 -0.36 -1.58 0.205
H 0.18 -1.82 -1.03 0.224
H 0.00 0.42 1.26 0.284
C -0.78 0.87 0.27 -0.335
C 0.33 -0.74 -0.85 -0.137
```

Calculated values
Orbital gap in eV: 10.652
Relative energy (zero: lowest compared OMol25 entry of this formula, charge and spin) in kcal per mole: 82.3
E_HOMO in eV: -9.8
DFT total energy in Ha: -247.1761


Entry 2:
8 unconnected molecules or ions with the total composition C33H45N3O11 in a non-equilibrium geometry. Source: the Open Molecules 2025 dataset; level of theory: wB97M-V/def2-TZVPD.

Geometry as XYZ:
```
92
Properties=species:S:1:pos:R:3:lowdin_charge:R:1
H 0.23 -3.06 3.72 0.073
C -2.92 5.26 -0.91 -0.037
H -4.80 -2.18 -0.19 0.096
C -3.77 -2.49 -0.05 -0.020
C 1.06 2.68 -1.76 -0.048
C 4.06 -0.40 1.02 -0.033
H 4.46 -4.93 -3.14 0.093
C 4.34 -1.90 -4.53 0.016
H -1.89 6.32 0.66 0.083
H 0.09 -3.48 -1.78 0.094
H -1.36 -0.65 -0.74 0.093
H 0.90 1.66 -1.86 0.060
O 3.24 -3.45 -6.47 0.085
H -5.75 -0.43 3.92 0.085
O -1.21 5.47 -3.74 0.061
H 3.11 -0.96 1.04 0.084
H -1.89 -1.64 4.20 0.073
N 3.52 -4.01 -5.43 -0.348
O -0.45 7.09 -2.54 0.084
H 0.39 -1.72 2.61 0.087
H 1.53 -0.34 -2.93 0.047
O -2.60 -2.85 -2.09 0.054
C 0.44 4.96 -2.23 -0.151
C 4.99 -1.16 -3.51 -0.055
H 4.85 -1.18 1.17 0.106
C 4.65 -3.93 -3.28 -0.006
H -6.93 -1.61 4.76 0.108
H 4.15 0.06 0.07 0.059
O 1.09 -0.74 -0.56 0.032
C 4.10 0.66 2.04 -0.518
H -1.33 -0.12 3.67 0.049
H -3.60 1.98 -0.69 0.092
H -2.42 -0.16 -2.09 0.074
C 0.58 -2.97 -0.94 0.000
H -0.14 -0.87 -2.77 0.106
C -5.95 -1.46 4.23 -0.020
C 2.09 3.17 -1.00 -0.080
C 0.13 -1.25 4.66 -0.495
C -2.39 -0.64 -1.15 -0.011
H 1.47 -3.47 -0.64 0.084
H 5.49 -3.75 -1.37 0.126
H -3.76 -3.57 0.13 0.081
H 3.33 4.78 -0.41 0.129
N -0.46 5.94 -2.90 -0.360
C -3.50 4.02 -1.24 -0.058
C -2.52 3.08 0.71 -0.161
C -2.07 4.28 1.15 0.006
H -5.06 -4.24 3.95 0.097
C 3.99 0.16 3.42 -0.021
H -2.99 -0.10 -0.44 0.032
C -3.31 2.96 -0.43 -0.019
O 3.17 -5.16 -5.15 0.073
C 1.60 5.42 -1.62 -0.005
C -2.90 -2.06 -1.21 -0.476
C 2.41 4.50 -0.96 -0.064
C 1.00 -1.63 -1.37 -0.537
N -2.43 1.96 1.63 -0.324
H 4.04 0.93 4.18 0.091
H -4.19 3.85 -2.10 0.131
H -3.80 -3.14 3.56 0.074
H -5.18 -1.76 4.99 0.082
H 3.82 -1.46 -5.40 0.124
O 0.80 -0.91 5.62 0.066
H 3.00 -0.32 3.67 0.086
O -3.23 1.03 1.51 0.058
C -4.78 -3.51 3.17 -0.030
H -1.50 4.26 2.04 0.111
C -1.29 -0.78 4.52 -0.005
H -3.03 6.14 -1.46 0.082
H 1.82 6.48 -1.63 0.119
O -1.46 2.01 2.35 0.085
O -6.48 -2.34 2.13 0.073
H -3.42 -1.91 0.84 0.088
H 2.72 2.47 -0.38 0.115
C 0.68 -2.12 3.58 -0.015
C 0.23 3.60 -2.40 0.007
H 1.73 -2.20 3.72 0.064
H -0.11 -2.78 -0.13 0.085
H -1.66 -0.26 5.36 0.079
C 0.95 -1.19 -2.80 0.007
H 4.64 -0.64 3.66 0.068
H -0.67 3.33 -2.91 0.109
C 5.30 -1.81 -2.34 -0.096
H -4.61 -4.02 2.23 0.062
C 5.15 -3.18 -2.26 -0.081
O 4.11 1.85 1.81 0.073
H 1.07 -1.89 -3.64 0.089
C -2.24 5.41 0.34 -0.008
C 4.19 -3.27 -4.40 -0.169
H 5.89 -1.24 -1.58 0.122
C -5.77 -2.39 3.09 -0.538
H 5.22 -0.09 -3.57 0.114
```

Calculated values
Orbital gap in eV: 8.793
Relative energy (zero: lowest compared OMol25 entry of this formula, charge and spin) in kcal per mole: 37.7
E_HOMO in eV: -9.7
DFT total energy in Ha: -2276.0116
Structure (SMILES): O=[N+]([O-])c1ccccc1.O=[N+]([O-])c1ccccc1.O=[N+]([O-])c1ccccc1.CC(C)=O.CC(C)=O.CC(C)=O.CC(C)=O.CC(C)=O


Entry 3:
A molecular structure, C27H27N3O4OsS. Source: the Open Molecules 2025 dataset; level of theory: wB97M-V/def2-TZVPD.

Geometry as XYZ:
```
63
Properties=species:S:1:pos:R:3:nbo_charge:R:1
H 1.38 -0.15 1.76 0.211
H 0.92 -3.04 1.85 0.226
H 3.35 1.34 -0.05 0.210
C 2.87 -4.21 0.66 -0.126
C -4.63 1.23 3.31 -0.164
C 2.28 -2.95 -1.35 0.388
O -1.73 -0.42 -0.44 -0.737
C -0.53 2.46 -1.23 -0.057
H 0.34 2.74 -4.59 0.207
H 2.68 -0.24 -0.41 0.215
C -1.04 -3.44 -2.27 0.002
H -2.73 1.67 -2.72 0.218
C -4.71 1.39 1.95 -0.278
H -1.48 4.08 1.60 0.217
O 0.75 0.45 -1.39 -0.615
C 4.18 -4.46 -1.32 -0.164
H 0.18 2.58 2.56 0.207
C 0.28 1.50 -0.62 0.335
C 3.92 -4.80 0.03 -0.257
C 2.43 1.52 2.55 -0.595
H -5.36 1.73 3.95 0.214
H -1.82 4.12 -0.85 0.212
H -2.00 1.81 -4.32 0.213
S -1.58 -2.01 -3.01 0.033
H -3.18 0.51 -0.66 0.513
H -1.15 3.57 -2.88 0.206
C 3.39 -3.57 -1.99 -0.223
C 0.67 1.58 0.73 -0.094
O 1.59 -2.11 -2.06 -0.639
H -3.58 0.31 4.96 0.215
C 0.55 2.50 -3.54 -0.603
C -3.64 0.43 3.88 -0.266
C 2.95 0.43 0.40 -0.603
C -1.80 1.60 -3.27 -0.586
N -0.60 -4.29 -1.62 -0.316
H 1.28 3.21 -3.17 0.213
H 4.55 -5.50 0.54 0.222
O -3.92 0.96 -0.21 -0.674
H -1.44 0.57 -3.21 0.178
C -1.75 -0.68 0.84 0.581
C -1.16 3.39 -0.41 -0.194
C -2.73 -0.19 3.06 -0.145
C 0.98 -2.74 0.81 0.159
H 2.78 2.51 2.24 0.210
C 2.01 -3.28 0.01 -0.231
H 0.99 1.50 -3.52 0.215
C 1.81 0.77 1.36 -0.251
C -3.78 0.76 1.11 0.356
H 1.75 1.64 3.39 0.206
H -5.47 2.00 1.49 0.226
H 3.29 0.96 2.92 0.210
Os -0.06 -1.25 -1.36 1.384
C -2.78 -0.04 1.67 -0.175
H 5.01 -4.92 -1.83 0.218
C -0.75 2.57 -2.73 -0.236
C -0.02 2.52 1.51 -0.151
H -1.94 -0.81 3.48 0.230
N -0.86 -1.46 1.39 -0.418
H 3.57 -3.31 -3.02 0.225
C -0.95 3.38 0.96 -0.228
N 0.04 -1.89 0.43 -0.267
H 3.76 -0.04 0.96 0.206
H 2.66 -4.46 1.70 0.213
```

Calculated values
Orbital gap in eV: 6.552
Relative energy (zero: lowest compared OMol25 entry of this formula, charge and spin) in kcal per mole: 9.8
E_HOMO in eV: -8.3
DFT total energy in Ha: -1999.1583


Entry 4:
C6H11N in the gas phase in a non-equilibrium geometry. Source: the Open Molecules 2025 dataset; level of theory: wB97M-V/def2-TZVPD.

Geometry as XYZ:
```
18
Properties=species:S:1:pos:R:3:nbo_charge:R:1
H 0.17 -2.40 -0.02 0.358
H -2.74 -0.41 -0.86 0.231
C 0.16 1.52 0.13 -0.402
H 0.31 2.49 -0.42 0.209
H 2.06 1.13 -1.17 0.189
N 0.16 -1.46 -0.28 -0.624
C 1.47 -0.81 0.11 -0.249
H 0.23 1.93 1.23 0.206
H -0.55 0.16 -1.27 0.229
H 2.47 -1.00 -0.42 0.223
H 1.58 -0.89 1.14 0.167
C -0.85 0.61 -0.35 -0.303
C -2.15 -0.06 -0.06 -0.382
C -0.78 -0.63 0.48 -0.070
H -2.77 0.59 0.71 0.219
H 2.26 0.87 0.53 0.199
H -0.40 -0.21 1.53 0.181
C 1.51 0.68 -0.14 -0.381
```

Calculated values
Orbital gap in eV: 10.008
Relative energy (zero: lowest compared OMol25 entry of this formula, charge and spin) in kcal per mole: 109.6
E_HOMO in eV: -8.8
DFT total energy in Ha: -289.7969
Structure (SMILES): C1CN[C@@H]2C[C@H]2C1